{
  "formula": "C4H14N3",
  "method": "the ωB97M-V functional and the def2-TZVPD basis",
  "total_energy_ha": -324.8491,
  "charge": 1,
  "lumo_ha": -0.11176,
  "gap_ha": 0.42567,
  "e_above_lowest_kcal_mol": 9.9,
  "homo_energy_ha": -0.5374,
  "symbols": ["C", "C", "N", "N", "N", "H", "H", "H", "H", "H", "H", "H", "H", "C", "C", "H", "H", "H", "H", "H", "H"],
  "xyz": [[0.726246, -0.943720, -1.682232], [1.117624, -1.424361, 0.740674], [0.547868, -1.677364, -0.417894], [1.787781, -0.306276, 0.958751], [0.972492, -2.321473, 1.727732], [-0.167269, -2.383907, -0.451432], [1.843732, 0.359759, 0.207645], [2.305296, -0.173654, 1.808657], [1.009486, -3.305576, 1.521094], [1.133303, -2.068932, 2.687502], [-0.218427, -0.930799, -2.223057], [1.343281, -1.549996, -2.338689], [1.024094, 0.086290, -1.579196], [-2.374467, 2.251307, -0.076090], [-0.883941, 1.903527, -0.177290], [-2.706584, 3.075233, -0.722103], [-3.050682, 1.456969, -0.382454], [-2.676318, 2.579917, 0.917306], [-0.559092, 1.467383, 0.771047], [-0.358540, 2.822211, -0.407682], [-0.815878, 1.083466, -0.882287]],
  "atomic_forces_ev_per_a": [[-0.5, -1.0, -0.4], [-0.1, -0.2, 0.4], [-0.2, 0.5, -0.9], [-0.1, 0.0, -0.4], [0.0, -0.2, 0.3], [0.1, -0.2, 0.3], [0.1, 0.3, 0.3], [0.2, 0.1, -0.1], [-0.2, 0.0, -0.1], [0.1, 0.1, 0.0], [-0.3, 0.1, 0.4], [0.7, 0.4, 0.1], [0.4, 0.1, 0.1], [-0.9, 0.6, -0.1], [-1.4, -0.3, 0.6], [0.6, -0.1, -0.1], [0.2, -0.4, 0.2], [0.1, -0.2, 0.1], [0.2, 0.3, 0.1], [0.6, -0.3, -0.2], [0.5, 0.3, -0.6]]
}